Molecular formula: C2FNO2
Method: DFT, ωB97M-V/def2-TZVPD

Values from the calculation:
ΔE to the lowest compared entry with this formula, charge and spin: 132.6 kcal per mole
DFT total energy: -381.1195 Ha
lowest unoccupied orbital energy: 0.17 eV
frontier orbital gap: 10.33 eV
structure (SMILES): O=c1c(F)[n+]1[O-]
HOMO level: -10.17 eV

Element x y z (Å)
F: -0.17 -1.10 -1.86
O: -0.30 2.05 0.62
O: 0.63 -1.23 1.24
N: 0.13 -0.44 0.47
C: -0.13 0.96 0.37
C: -0.16 -0.23 -0.83